No. 1
Entry from the Open Molecules 2025 dataset: a molecular structure, C38H55BHfN10O2S5 (ωB97M-V with the def2-TZVPD basis set).

Summary:
- Orbital gap: 6.358 eV
- Calculated total energy: -4242.62654 Eh
- Energy above the lowest of the compared OMol25 structures with the same formula, charge and spin: 44.35 kcal/mol
- Total charge: +2
- HOMO level: -11.837 eV

Atoms and positions in Å:
Hf (14.993, 16.391, 12.108)
C (15.764, 12.396, 14.207)
C (14.434, 12.660, 13.676)
C (13.286, 12.294, 14.266)
C (12.009, 12.658, 13.777)
N (11.925, 13.240, 12.599)
N (13.044, 13.637, 11.941)
B (12.692, 14.370, 10.593)
N (11.285, 15.074, 10.756)
N (10.321, 14.617, 9.944)
C (9.106, 15.034, 10.115)
C (8.862, 15.947, 11.221)
C (9.822, 16.412, 12.059)
C (9.502, 17.364, 13.256)
C (11.118, 15.954, 11.787)
S (12.446, 16.601, 12.686)
C (7.969, 14.689, 9.084)
C (7.496, 16.066, 8.524)
C (8.531, 13.795, 7.978)
C (6.802, 13.914, 9.786)
N (12.991, 13.396, 9.398)
N (12.721, 12.081, 9.333)
C (13.349, 11.465, 8.353)
C (14.221, 12.160, 7.446)
C (14.530, 13.487, 7.600)
C (15.435, 14.182, 6.609)
C (13.856, 14.098, 8.675)
S (13.702, 15.747, 9.515)
C (13.094, 9.979, 8.232)
C (13.573, 9.303, 9.496)
C (11.550, 9.738, 8.091)
C (13.665, 9.512, 6.927)
C (14.263, 13.321, 12.413)
S (15.661, 13.869, 11.482)
C (10.697, 12.384, 14.487)
C (10.809, 10.909, 15.042)
C (9.526, 12.399, 13.502)
C (10.552, 13.420, 15.675)
H (15.756, 12.063, 15.228)
H (16.315, 13.332, 14.179)
H (16.283, 11.575, 13.616)
H (13.273, 11.690, 15.160)
H (7.819, 16.175, 11.356)
H (8.404, 17.570, 13.351)
H (10.019, 18.310, 13.046)
H (9.895, 16.998, 14.249)
H (8.312, 16.510, 7.906)
H (7.249, 16.738, 9.373)
H (6.605, 15.892, 7.916)
H (9.373, 14.279, 7.444)
H (7.745, 13.574, 7.259)
H (8.879, 12.847, 8.404)
H (6.356, 14.472, 10.573)
H (7.109, 12.914, 10.157)
H (6.044, 13.716, 9.015)
H (14.691, 11.623, 6.631)
H (15.263, 15.241, 6.506)
H (15.270, 13.742, 5.649)
H (16.482, 14.073, 6.830)
H (13.167, 9.863, 10.328)
H (14.657, 9.399, 9.579)
H (13.260, 8.222, 9.482)
H (11.004, 10.010, 8.983)
H (11.489, 8.640, 8.061)
H (11.118, 10.180, 7.208)
H (14.778, 9.427, 6.937)
H (13.271, 10.061, 5.997)
H (13.394, 8.451, 6.839)
H (11.171, 10.173, 14.308)
H (9.802, 10.508, 15.308)
H (11.412, 10.847, 15.980)
H (9.672, 11.633, 12.747)
H (9.546, 13.316, 12.915)
H (8.618, 12.217, 14.009)
H (11.489, 13.613, 16.229)
H (9.803, 12.993, 16.315)
H (10.257, 14.398, 15.178)
C (14.854, 16.524, 17.048)
C (14.943, 16.968, 15.603)
S (15.279, 15.584, 14.528)
C (14.711, 18.192, 15.184)
C (14.249, 19.460, 15.991)
S (14.876, 18.571, 13.422)
H (15.158, 17.271, 17.787)
H (15.370, 15.586, 17.277)
H (13.785, 16.347, 17.349)
H (13.961, 19.207, 17.021)
H (13.351, 19.841, 15.499)
H (15.059, 20.229, 16.002)
N (19.202, 16.578, 12.268)
C (17.989, 17.125, 12.460)
N (17.837, 18.063, 13.366)
O (17.059, 16.719, 11.698)
H (20.075, 16.789, 12.714)
H (19.292, 15.976, 11.442)
H (18.714, 18.347, 13.783)
H (16.909, 18.424, 13.561)
N (12.127, 22.021, 9.856)
C (12.206, 20.631, 9.880)
O (11.260, 19.877, 9.900)
C (13.617, 20.117, 9.806)
C (14.631, 20.514, 8.950)
C (15.849, 19.785, 8.959)
C (16.049, 18.747, 9.863)
N (14.975, 18.337, 10.633)
C (13.850, 19.005, 10.600)
H (11.258, 22.530, 9.756)
H (12.921, 22.503, 9.549)
H (14.540, 21.379, 8.271)
H (16.580, 20.188, 8.269)
H (16.945, 18.211, 9.896)
H (12.979, 18.629, 11.239)

Forces on atoms 1 to 6 (eV/Å):
Hf 0.769 0.427 0.480
C 1.480 -1.096 -0.638
C -0.929 0.108 -1.486
C -1.221 -0.493 1.239
C 0.218 0.468 -1.753
N -0.208 0.771 0.096

=====

No. 2
Entry from the Open Molecules 2025 dataset: 6 unconnected molecules or ions with the total composition C66H144F6N2O2P4 (ωB97M-V with the def2-TZVPD basis set).

Summary:
- Orbital gap: 5.972 eV
- Calculated total energy: -4824.39307 Eh
- Total charge: +4
- HOMO level: -16.929 eV

Atoms and positions in Å:
P (25.703, 1.961, 10.495)
F (25.744, 1.493, 11.994)
F (27.246, 1.523, 10.321)
F (25.155, 0.482, 9.957)
F (25.726, 2.401, 8.847)
F (24.195, 2.588, 10.677)
F (26.226, 3.476, 10.951)
C (23.272, 7.367, 10.091)
C (23.477, 6.075, 9.198)
C (22.329, 5.218, 9.243)
C (22.374, 3.964, 8.280)
P (21.088, 2.648, 8.645)
C (19.374, 3.415, 8.644)
C (18.959, 4.440, 7.569)
C (17.667, 5.254, 7.873)
C (17.367, 6.350, 6.920)
C (21.386, 1.308, 7.387)
C (22.828, 0.764, 7.150)
C (22.903, -0.210, 5.897)
C (23.237, -1.660, 6.316)
C (21.389, 1.977, 10.226)
C (20.264, 0.937, 10.612)
C (20.423, 0.175, 11.978)
C (21.882, -0.144, 12.301)
H (24.201, 7.924, 10.210)
H (22.851, 7.051, 11.046)
H (22.542, 7.992, 9.577)
H (24.337, 5.489, 9.525)
H (23.662, 6.424, 8.183)
H (21.396, 5.701, 8.951)
H (22.197, 4.737, 10.212)
H (23.346, 3.482, 8.176)
H (22.075, 4.307, 7.289)
H (19.047, 3.896, 9.566)
H (18.583, 2.680, 8.791)
H (18.667, 3.962, 6.634)
H (19.675, 5.194, 7.242)
H (17.913, 5.662, 8.854)
H (16.734, 4.742, 8.112)
H (16.401, 6.830, 7.078)
H (17.121, 6.022, 5.911)
H (18.155, 7.069, 6.697)
H (21.029, 1.625, 6.407)
H (20.704, 0.506, 7.670)
H (23.325, 0.460, 8.071)
H (23.452, 1.630, 6.929)
H (23.622, 0.157, 5.164)
H (21.885, -0.398, 5.557)
H (23.175, -2.268, 5.413)
H (22.596, -2.244, 6.977)
H (24.287, -1.848, 6.540)
H (21.451, 2.676, 11.061)
H (22.310, 1.394, 10.228)
H (20.250, 0.146, 9.861)
H (19.241, 1.315, 10.594)
H (19.820, -0.724, 12.109)
H (20.003, 0.897, 12.679)
H (22.486, -0.439, 11.442)
H (21.894, -0.874, 13.110)
H (22.494, 0.711, 12.587)
C (18.737, -9.263, 8.095)
C (19.858, -8.352, 8.683)
C (21.139, -8.304, 7.910)
C (22.061, -7.167, 8.251)
P (23.717, -7.038, 7.492)
C (24.934, -8.144, 8.288)
C (24.804, -8.305, 9.901)
C (25.956, -7.694, 10.630)
C (27.415, -8.098, 10.266)
C (24.332, -5.325, 7.737)
C (23.975, -4.715, 9.073)
C (24.666, -3.335, 9.351)
C (24.063, -2.509, 10.495)
C (23.539, -7.409, 5.704)
C (24.835, -7.194, 4.971)
C (24.842, -8.090, 3.731)
C (23.810, -7.776, 2.566)
H (18.663, -9.237, 7.008)
H (17.806, -8.848, 8.482)
H (18.898, -10.339, 8.157)
H (20.097, -8.807, 9.645)
H (19.449, -7.405, 9.036)
H (20.797, -8.223, 6.878)
H (21.672, -9.235, 8.105)
H (22.148, -7.031, 9.328)
H (21.530, -6.293, 7.875)
H (25.945, -7.995, 7.909)
H (24.578, -9.068, 7.830)
H (24.803, -9.351, 10.207)
H (23.899, -7.809, 10.252)
H (25.949, -8.093, 11.645)
H (25.950, -6.605, 10.671)
H (27.639, -9.159, 10.158)
H (28.086, -7.736, 11.045)
H (27.708, -7.807, 9.257)
H (23.996, -4.650, 6.950)
H (25.411, -5.439, 7.634)
H (24.172, -5.404, 9.895)
H (22.900, -4.540, 9.104)
H (24.591, -2.828, 8.389)
H (25.752, -3.422, 9.395)
H (23.008, -2.253, 10.396)
H (24.491, -1.506, 10.489)
H (24.277, -2.955, 11.466)
H (22.684, -6.841, 5.338)
H (23.220, -8.451, 5.739)
H (25.721, -7.411, 5.569)
H (25.065, -6.181, 4.643)
H (24.701, -9.154, 3.917)
H (25.864, -8.090, 3.352)
H (23.630, -8.584, 1.857)
H (23.993, -6.768, 2.194)
H (22.791, -7.574, 2.894)
C (30.303, -2.276, 9.987)
C (28.774, -2.096, 10.167)
C (28.380, -1.215, 11.362)
C (28.353, -2.108, 12.675)
P (27.636, -1.267, 14.194)
C (25.775, -1.361, 14.349)
C (25.190, -2.742, 14.753)
C (23.730, -2.903, 15.180)
C (23.334, -4.351, 15.461)
C (28.336, -1.918, 15.697)
C (27.581, -1.543, 17.055)
C (28.000, -2.503, 18.215)
C (27.063, -2.558, 19.394)
C (28.131, 0.527, 14.074)
C (29.625, 0.886, 14.262)
C (29.886, 2.415, 14.162)
C (29.767, 3.024, 12.785)
H (30.532, -3.234, 9.522)
H (30.891, -2.254, 10.904)
H (30.818, -1.497, 9.424)
H (28.249, -3.041, 10.025)
H (28.465, -1.636, 9.228)
H (27.361, -0.839, 11.269)
H (28.963, -0.302, 11.475)
H (29.306, -2.544, 12.972)
H (27.817, -3.052, 12.576)
H (25.278, -1.009, 13.445)
H (25.580, -0.673, 15.171)
H (25.817, -3.154, 15.544)
H (25.339, -3.425, 13.916)
H (23.051, -2.473, 14.444)
H (23.459, -2.333, 16.069)
H (22.330, -4.655, 15.166)
H (23.490, -4.745, 16.465)
H (23.980, -5.022, 14.895)
H (29.398, -1.673, 15.717)
H (28.368, -2.970, 15.416)
H (26.499, -1.635, 16.962)
H (27.736, -0.483, 17.260)
H (28.891, -2.041, 18.641)
H (28.176, -3.541, 17.933)
H (27.545, -3.141, 20.179)
H (26.147, -3.131, 19.252)
H (26.591, -1.626, 19.703)
H (27.642, 1.250, 14.728)
H (27.953, 0.826, 13.041)
H (30.232, 0.217, 13.653)
H (29.763, 0.641, 15.315)
H (30.876, 2.764, 14.456)
H (29.149, 2.947, 14.763)
H (30.694, 2.801, 12.258)
H (29.722, 4.110, 12.872)
H (28.911, 2.560, 12.295)
C (24.880, 6.572, 13.812)
C (24.188, 5.530, 14.717)
C (25.424, 4.738, 15.299)
C (26.195, 5.455, 16.449)
C (25.098, 5.689, 17.490)
C (23.927, 6.657, 17.104)
N (23.448, 6.383, 15.729)
O (22.566, 7.243, 15.074)
C (24.589, 7.979, 17.148)
C (22.742, 6.490, 18.043)
C (23.253, 4.540, 14.001)
H (25.409, 5.985, 13.061)
H (25.480, 7.224, 14.447)
H (24.243, 7.300, 13.312)
H (26.013, 4.347, 14.470)
H (24.974, 3.841, 15.724)
H (26.593, 6.438, 16.200)
H (26.947, 4.771, 16.842)
H (25.511, 5.966, 18.460)
H (24.539, 4.770, 17.668)
H (25.041, 8.212, 18.112)
H (23.870, 8.756, 16.888)
H (25.455, 8.062, 16.491)
H (22.264, 5.511, 18.009)
H (22.117, 7.379, 17.955)
H (23.258, 6.595, 18.997)
H (23.696, 4.056, 13.130)
H (22.314, 5.004, 13.697)
H (23.000, 3.720, 14.673)
C (26.959, 1.237, 6.190)
C (27.897, 2.495, 6.165)
C (27.022, 3.772, 6.070)
C (27.936, 5.039, 6.157)
C (28.601, 5.134, 7.588)
C (29.475, 3.820, 7.907)
N (28.661, 2.630, 7.478)
O (28.662, 1.345, 8.112)
C (29.726, 3.721, 9.428)
C (30.773, 3.880, 7.122)
C (28.892, 2.379, 5.013)
H (26.398, 1.170, 5.258)
H (26.222, 1.248, 6.993)
H (27.583, 0.344, 6.204)
H (26.104, 3.685, 6.651)
H (26.637, 3.669, 5.055)
H (27.358, 5.955, 6.031)
H (28.681, 5.129, 5.368)
H (27.787, 5.201, 8.309)
H (29.173, 6.054, 7.708)
H (30.382, 2.905, 9.731)
H (28.765, 3.684, 9.941)
H (30.143, 4.640, 9.839)
H (31.492, 4.562, 7.576)
H (30.553, 4.189, 6.100)
H (31.161, 2.863, 7.059)
H (29.560, 1.522, 5.105)
H (29.456, 3.251, 4.682)
H (28.379, 2.275, 4.057)

Forces on atoms 1 to 6 (eV/Å):
P 0.421 1.643 -2.168
F -0.480 -0.646 0.875
F -0.234 -0.311 -0.025
F 0.202 1.356 0.914
F -0.356 0.186 1.626
F 0.443 -1.041 -0.466

=====

no.,maximum force (Eh/bohr)
1,0.0645
2,0.1874